Molecular formula: C30H70N2O6
Method: DFT, the ωB97M-V functional and the def2-TZVPD basis

Cartesian coordinates (Å):
C 0.28 0.72 0.23
C 1.02 -0.46 0.91
C 0.40 -0.93 2.21
O 0.98 -1.41 -0.13
H 0.44 1.68 0.73
H -0.80 0.68 0.27
H 0.55 0.85 -0.82
H 2.09 -0.26 1.02
H -0.65 -1.16 2.01
H 0.37 -0.15 2.96
H 0.88 -1.83 2.61
H 0.05 -1.61 -0.25
C 0.01 -3.35 5.37
C -0.95 -4.40 4.82
C -0.35 -5.79 4.67
O -1.99 -4.43 5.77
H 0.45 -3.56 6.35
H -0.43 -2.35 5.37
H 0.80 -3.27 4.63
H -1.26 -4.07 3.83
H -0.29 -6.29 5.64
H 0.65 -5.74 4.23
H -1.01 -6.47 4.12
H -2.36 -3.55 5.77
C -1.57 3.00 3.52
C -0.08 2.97 3.86
C 0.56 4.35 4.17
O 0.22 2.18 4.99
H -2.07 2.04 3.34
H -1.76 3.58 2.62
H -2.19 3.46 4.29
H 0.44 2.55 3.01
H 0.69 4.96 3.28
H 1.60 4.28 4.48
H 0.04 4.96 4.91
H -0.32 2.42 5.74
C -3.26 -1.82 0.94
C -3.02 -1.68 -0.62
C -3.32 -0.27 -1.14
O -1.61 -1.89 -0.76
H -2.63 -2.64 1.29
H -4.33 -1.94 1.11
H -3.00 -0.94 1.52
H -3.50 -2.49 -1.17
H -4.40 -0.16 -1.08
H -2.99 -0.04 -2.15
H -2.78 0.47 -0.55
H -1.57 -2.55 -1.46
C 1.90 -6.19 -1.70
C 3.13 -5.37 -1.24
C 4.32 -6.30 -1.54
C 5.65 -5.51 -1.53
C 5.57 -4.34 -2.53
C 4.37 -3.37 -2.26
N 3.13 -4.18 -2.10
O 2.04 -3.40 -2.01
C 4.65 -2.41 -1.06
C 4.22 -2.44 -3.54
C 3.08 -5.07 0.25
H 1.93 -6.39 -2.77
H 0.96 -5.70 -1.45
H 1.89 -7.14 -1.16
H 4.34 -7.06 -0.77
H 4.24 -6.79 -2.51
H 6.53 -6.11 -1.79
H 5.77 -5.18 -0.50
H 5.45 -4.67 -3.57
H 6.56 -3.90 -2.42
H 4.98 -2.93 -0.16
H 5.43 -1.69 -1.29
H 3.81 -1.77 -0.80
H 3.92 -2.98 -4.44
H 3.49 -1.64 -3.42
H 5.23 -2.08 -3.71
H 2.81 -5.99 0.77
H 2.43 -4.25 0.54
H 3.99 -4.60 0.61
H 1.87 -3.29 -1.08
C -0.72 5.02 -0.24
C -1.47 5.08 -1.62
C -2.23 3.70 -1.77
C -3.31 3.65 -2.85
C -4.20 4.86 -2.92
C -3.57 6.26 -2.64
N -2.50 6.16 -1.54
O -1.98 7.40 -1.10
C -2.93 6.74 -3.93
C -4.72 7.22 -2.22
C -0.39 5.25 -2.70
H 0.02 4.23 -0.15
H -1.44 4.76 0.55
H -0.32 6.02 -0.07
H -1.54 2.96 -2.16
H -2.66 3.36 -0.82
H -3.92 2.76 -2.76
H -2.77 3.63 -3.80
H -4.99 4.77 -2.18
H -4.61 4.78 -3.92
H -3.67 7.22 -4.57
H -2.09 7.41 -3.74
H -2.38 5.98 -4.49
H -4.36 8.22 -2.00
H -5.39 7.45 -3.04
H -5.31 6.84 -1.38
H -0.55 4.98 -3.74
H 0.49 4.67 -2.42
H -0.02 6.27 -2.87
H -2.20 7.45 -0.17

* <S²>: 0.75
* total charge: -1
* spin multiplicity: 2
* strongest force on any atom: 3.950 eV Å⁻¹
* orbital gap (spin up / spin down): 1.61 / 8.18 eV

Atomic partial charges in e from the Mulliken method, atoms 1 to 8:
1. C -0.708
2. C -0.077
3. C -0.325
4. O -0.533
5. H 0.364
6. H -0.205
7. H 0.448
8. H 0.305